[1]
Density functional theory data (ωB97M-V/def2-TZVPD) for C5H10O2 in the gas phase.

```
17
Properties=species:S:1:pos:R:3:forces:R:3:nbo_charge:R:1
O 2.755 -0.414 -0.957 0.174 0.275 -0.017 -0.710
C 1.748 -0.912 -0.112 -0.324 -0.116 0.165 -0.068
C 0.393 -0.299 -0.398 0.016 -0.268 0.014 0.066
C -0.722 -0.806 0.499 -0.162 -0.001 0.044 -0.422
C -1.783 0.289 0.301 0.028 -0.082 -0.021 -0.434
C -0.923 1.546 0.031 -0.048 0.118 0.026 -0.071
O 0.432 1.097 -0.127 -0.164 0.102 -0.006 -0.543
H 2.782 0.541 -0.813 0.050 -0.058 -0.112 0.473
H 1.990 -0.751 0.951 -0.005 0.004 -0.135 0.161
H 1.688 -1.990 -0.288 0.023 0.105 0.031 0.181
H 0.134 -0.463 -1.459 0.071 0.009 0.105 0.165
H -0.362 -0.815 1.537 -0.081 -0.051 -0.163 0.204
H -1.063 -1.811 0.229 -0.008 0.187 0.064 0.218
H -2.457 0.406 1.155 0.185 0.008 -0.113 0.217
H -2.401 0.050 -0.572 0.101 0.063 0.116 0.205
H -0.945 2.263 0.860 0.060 -0.168 -0.114 0.184
H -1.251 2.074 -0.875 0.083 -0.127 0.116 0.173
```
Forces are in eV/Å.

ΔE to the lowest compared entry with this formula, charge and spin in kcal per mole: 31.2
SMILES: OC[C@H]1CCCO1
Total energy in eV: -9441.6892
Kohn-Sham gap in eV: 10.9
E_LUMO in eV: 1.035
E_HOMO in eV: -9.85

[2]
Density functional theory data (ωB97M-V/def2-TZVPD) for 12 unconnected molecules or ions with the total composition C42H117N9O12.

```
180
Properties=species:S:1:pos:R:3:forces:R:3:lowdin_charge:R:1
C 3.865 1.580 -1.115 -1.597 -0.941 -0.824 -0.105
O 3.572 2.950 -1.300 0.503 -0.195 0.843 -0.187
C 2.488 3.296 -2.164 1.677 0.747 -0.838 -0.179
C 3.139 3.875 -3.472 -0.636 -0.387 0.210 -0.378
C 3.823 5.207 -3.145 0.540 0.189 0.861 -0.053
N 2.080 3.965 -4.499 0.166 -0.346 1.077 0.056
H 3.142 1.083 -0.463 0.012 0.294 0.693 0.065
H 4.863 1.308 -0.773 0.145 0.897 0.025 0.085
H 3.674 1.001 -2.022 0.380 0.182 -0.562 0.069
H 1.810 2.467 -2.363 -0.009 0.018 -0.009 0.103
H 2.005 4.157 -1.701 -0.465 -0.276 0.175 0.103
H 3.896 3.143 -3.757 0.009 -0.006 -0.238 0.134
H 4.342 5.155 -2.186 0.393 -0.577 -0.044 0.075
H 3.174 6.051 -2.912 -0.608 -0.188 -0.670 0.055
H 4.570 5.523 -3.873 -0.186 -0.056 -0.221 0.078
H 1.555 4.770 -4.180 -0.092 0.090 -0.661 0.013
H 2.415 4.111 -5.441 0.217 0.259 0.103 0.076
C 0.129 4.101 0.521 0.092 0.226 0.228 -0.109
O 0.270 3.790 1.886 -1.360 0.696 0.373 -0.190
C -0.846 4.307 2.607 -0.033 -0.169 1.517 -0.210
C -0.830 3.654 3.985 0.069 -0.948 0.948 -0.411
C -1.225 2.141 3.900 -0.147 0.904 -0.295 -0.039
N -1.802 4.230 4.926 -0.682 0.630 -0.765 0.018
H 0.028 5.171 0.328 0.236 0.341 0.235 0.092
H -0.822 3.687 0.184 0.298 -0.467 -0.604 0.075
H 1.054 3.758 0.061 -0.457 -0.283 -0.385 0.074
H -0.821 5.395 2.701 0.510 0.271 -0.040 0.123
H -1.857 4.128 2.233 0.125 -0.538 -0.924 0.126
H 0.135 3.862 4.450 0.584 -0.681 -0.490 0.130
H -1.571 1.794 4.874 0.491 -0.179 0.131 0.064
H -0.518 1.458 3.431 0.249 0.172 0.250 0.058
H -2.136 2.104 3.300 -0.068 0.038 -0.192 0.068
H -1.686 5.234 4.961 -0.037 0.149 0.114 0.064
H -1.639 3.883 5.861 0.064 -0.108 -0.018 0.066
C 1.191 7.999 -3.576 -0.099 -0.056 -0.299 -0.098
O 1.027 6.705 -4.074 -0.244 -1.737 -0.665 -0.251
C -0.062 6.379 -4.953 -0.542 -0.121 1.112 -0.172
C -1.398 6.033 -4.181 0.404 -0.475 -1.076 -0.362
C -1.226 4.664 -3.456 0.185 0.325 -0.288 -0.051
N -2.503 5.793 -5.142 0.330 -0.123 0.229 0.044
H 0.800 8.676 -4.337 -0.007 0.584 0.418 0.093
H 2.260 8.154 -3.425 0.054 0.116 -0.252 0.082
H 0.746 8.101 -2.585 -0.466 0.281 -0.121 0.089
H -0.140 7.106 -5.763 -0.424 0.529 0.284 0.120
H 0.146 5.447 -5.481 0.639 -0.103 0.125 0.101
H -1.620 6.845 -3.488 -0.284 -0.068 0.015 0.131
H -1.198 3.857 -4.190 0.114 0.124 -0.356 0.053
H -2.061 4.375 -2.817 -0.018 0.510 0.203 0.078
H -0.277 4.577 -2.926 -0.104 0.228 0.265 0.060
H -2.733 6.515 -5.812 0.232 0.647 0.390 0.066
H -2.194 5.032 -5.733 -0.241 -0.440 0.004 0.036
C -1.074 1.329 -1.804 -1.693 -0.285 0.023 -0.122
O -0.853 0.255 -0.907 0.429 0.123 0.374 -0.193
C 0.074 0.590 0.157 -0.122 -0.072 -0.351 -0.143
C 0.498 -0.696 0.952 -0.312 0.481 -3.018 -0.365
C 1.297 -1.640 0.003 1.105 1.478 0.723 -0.047
N -0.676 -1.472 1.269 -0.327 0.428 1.514 0.045
H -0.277 1.573 -2.507 0.355 -0.056 0.320 0.066
H -1.509 2.216 -1.340 0.797 0.340 0.595 0.071
H -1.961 1.068 -2.384 0.238 -0.591 -0.409 0.084
H 0.890 1.103 -0.356 0.639 -0.266 0.302 0.097
H -0.369 1.367 0.783 -0.262 -0.203 0.370 0.102
H 1.059 -0.413 1.842 0.065 0.012 -0.032 0.125
H 2.172 -1.074 -0.324 0.313 -0.286 -0.306 0.057
H 0.722 -1.962 -0.864 -0.147 0.081 0.161 0.082
H 1.645 -2.501 0.573 -0.024 -0.144 -0.156 0.058
H -1.219 -1.581 0.423 0.196 -0.339 -0.204 0.052
H -0.215 -2.343 1.494 -1.074 -0.717 0.118 0.059
C -3.190 -8.670 0.978 0.355 0.327 -0.245 -0.111
O -3.289 -7.249 1.012 0.285 0.421 -0.780 -0.194
C -2.698 -6.684 -0.217 -1.568 0.117 0.926 -0.176
C -2.869 -5.182 -0.241 -0.941 0.021 -0.566 -0.433
C -2.638 -4.619 -1.668 0.483 -0.011 1.227 -0.040
N -2.105 -4.484 0.802 -0.260 -0.307 -0.313 0.045
H -3.780 -9.248 1.691 -0.039 0.925 0.753 0.084
H -2.128 -8.846 1.152 -0.009 -0.903 -0.378 0.075
H -3.607 -9.060 0.047 0.617 0.031 -0.511 0.082
H -1.645 -6.917 -0.374 0.028 -0.494 0.280 0.102
H -3.327 -7.056 -1.028 0.326 -0.297 -0.305 0.122
H -3.911 -4.931 -0.032 -0.409 -0.510 -0.108 0.134
H -3.366 -4.942 -2.410 -0.157 -0.073 0.266 0.077
H -1.646 -4.886 -2.034 0.140 0.268 -0.034 0.072
H -2.729 -3.546 -1.492 0.221 0.162 -0.638 0.068
H -2.556 -3.577 0.841 0.188 0.535 0.056 0.018
H -2.477 -4.907 1.644 0.360 -0.211 0.484 0.078
C 0.853 -1.161 4.920 -0.145 0.465 -3.217 -0.161
O 0.917 -1.697 6.137 0.973 -2.308 2.700 -0.152
C 0.407 -1.036 7.222 0.217 3.093 1.033 -0.197
C 1.349 0.144 7.668 2.265 -0.964 -0.593 -0.422
C 2.754 -0.414 8.185 -1.275 0.306 -0.156 -0.041
N 0.806 1.046 8.648 -0.719 -0.335 0.449 0.024
H 1.313 -0.187 4.735 0.142 0.245 0.476 0.079
H -0.158 -1.130 4.506 -0.413 0.164 0.116 0.083
H 1.394 -1.856 4.276 0.083 0.065 -0.195 0.092
H -0.502 -0.512 6.916 -0.641 -0.230 0.188 0.115
H 0.242 -1.639 8.115 -0.089 -0.620 -0.460 0.130
H 1.549 0.689 6.743 0.145 0.030 -0.256 0.107
H 2.539 -1.264 8.834 0.190 -0.370 -0.301 0.069
H 3.318 0.249 8.841 -0.335 0.564 -0.164 0.060
H 3.415 -0.644 7.350 -0.183 -0.431 0.048 0.068
H 1.349 1.897 8.636 -0.072 0.094 0.129 0.072
H -0.147 1.274 8.397 -0.135 0.244 0.089 0.061
C 1.735 -9.025 2.661 -0.358 0.371 -0.111 -0.095
O 0.970 -7.877 3.050 0.142 -0.803 -0.599 -0.174
C 0.404 -7.201 1.942 0.939 2.311 -0.117 -0.206
C 1.324 -6.079 1.320 -0.198 -0.858 0.063 -0.421
C 1.905 -5.103 2.362 0.687 -0.424 -1.467 -0.040
N 0.647 -5.374 0.240 -0.248 0.508 -0.185 0.037
H 1.947 -9.656 3.523 -0.198 0.237 0.140 0.085
H 2.689 -8.767 2.199 0.077 0.232 -0.039 0.081
H 1.159 -9.601 1.934 -0.011 -0.199 -0.036 0.080
H 0.131 -7.794 1.068 -0.234 -0.721 0.364 0.102
H -0.442 -6.606 2.290 -0.410 -0.529 0.217 0.119
H 2.122 -6.590 0.778 0.540 -0.069 0.469 0.124
H 1.157 -4.465 2.831 0.003 -0.270 0.293 0.078
H 2.588 -4.472 1.790 -0.198 0.390 -0.066 0.038
H 2.598 -5.617 3.028 -0.616 -0.082 0.534 0.078
H -0.212 -4.903 0.511 -0.009 0.256 0.598 0.012
H 0.294 -5.987 -0.483 0.503 -0.437 -0.122 0.050
C -7.269 0.896 2.586 0.241 -0.888 0.538 -0.081
O -6.506 -0.333 2.794 -0.574 1.497 -0.422 -0.182
C -5.214 -0.245 2.201 -0.539 -1.011 -0.161 -0.199
C -4.650 -1.666 2.123 -0.992 -0.756 2.547 -0.448
C -3.986 -2.188 3.398 -0.066 0.037 0.752 -0.051
N -3.675 -1.856 1.114 0.561 1.004 -1.359 0.038
H -7.036 1.626 3.362 0.407 0.202 -0.192 0.082
H -8.340 0.725 2.697 0.089 -0.602 0.028 0.079
H -7.130 1.290 1.579 0.299 0.087 0.024 0.079
H -5.317 0.052 1.155 -0.092 0.477 -0.138 0.111
H -4.549 0.450 2.717 0.057 0.124 0.148 0.127
H -5.501 -2.342 2.019 -0.259 0.203 -0.658 0.139
H -3.879 -3.272 3.335 0.474 0.011 -0.320 0.072
H -4.515 -2.086 4.346 -0.458 0.534 -0.233 0.080
H -3.023 -1.692 3.527 0.231 -0.226 0.036 0.070
H -3.927 -1.223 0.363 -0.137 -0.304 -0.744 0.081
H -2.847 -1.381 1.455 0.593 -0.256 0.209 0.037
C -3.331 4.159 -8.465 0.029 -0.266 -0.318 -0.109
O -3.160 3.224 -7.445 -0.955 0.220 0.581 -0.211
C -1.965 2.506 -7.303 0.339 1.321 0.151 -0.196
C -2.227 1.606 -6.132 -0.986 -1.098 0.647 -0.462
C -1.017 1.074 -5.412 0.436 -0.284 -0.597 -0.070
N -3.139 0.506 -6.456 1.412 -0.223 -0.460 0.045
H -2.900 3.802 -9.402 -0.013 -0.026 -0.212 0.087
H -2.897 5.138 -8.250 0.165 0.095 0.195 0.076
H -4.410 4.266 -8.573 0.072 0.165 -0.172 0.093
H -1.679 2.158 -8.297 0.096 -1.006 0.200 0.135
H -1.146 3.160 -6.987 0.225 0.432 -0.031 0.113
H -2.797 2.155 -5.379 0.357 1.146 -0.164 0.132
H -0.393 1.932 -5.159 0.525 -0.312 -0.026 0.064
H -0.543 0.327 -6.050 0.557 0.319 -0.148 0.089
H -1.213 0.514 -4.498 -0.507 0.260 0.071 0.057
H -3.954 0.881 -6.920 -0.420 -0.246 0.578 0.070
H -3.251 0.100 -5.538 -1.200 -0.498 -0.354 0.068
C 2.967 2.420 2.918 -0.931 1.326 -0.456 -0.096
C 4.208 1.664 2.610 -0.070 -0.324 0.801 -0.316
O 3.895 0.306 2.884 -0.102 -0.247 -0.157 -0.097
H 2.769 2.266 3.979 -0.613 -0.169 -0.143 0.078
H 2.144 2.198 2.238 -0.212 -0.887 0.421 0.056
H 2.953 3.499 2.750 0.891 0.241 0.225 0.076
H 4.931 1.953 3.375 0.629 0.280 -0.477 0.109
H 4.567 1.793 1.589 0.161 0.143 0.062 0.097
H 4.281 -0.232 2.182 0.032 -0.222 0.073 0.015
C 1.714 -0.825 -3.672 1.151 0.999 -1.295 -0.073
C 2.985 -1.625 -3.346 -1.573 -2.360 0.915 -0.311
O 3.394 -2.455 -4.437 0.035 0.738 -0.914 -0.082
H 1.195 -0.333 -2.850 0.478 -0.106 0.350 0.049
H 0.938 -1.334 -4.244 0.331 -0.699 0.189 0.078
H 2.082 -0.069 -4.369 -0.429 0.533 -0.011 0.072
H 2.648 -2.355 -2.607 0.297 0.224 0.710 0.089
H 3.846 -1.092 -2.944 -0.257 0.521 -0.121 0.097
H 3.693 -3.312 -4.125 -0.062 0.141 0.224 0.075
C 5.217 -3.399 -0.218 -0.167 0.285 0.015 -0.061
C 5.025 -2.628 1.116 0.224 -2.296 -0.683 -0.299
O 4.903 -1.263 0.963 0.147 1.204 -0.417 -0.078
H 6.160 -3.238 -0.745 0.489 0.263 0.612 0.069
H 4.516 -3.119 -1.005 -0.636 -0.142 0.387 0.054
H 5.177 -4.470 -0.018 -0.227 -0.010 -0.085 0.075
H 5.832 -2.961 1.771 0.397 0.527 0.143 0.114
H 4.135 -2.969 1.646 -0.225 0.058 -0.328 0.095
H 5.517 -0.939 0.299 0.142 -0.046 0.013 0.104
```
Forces are in eV/Å.

ΔE to the lowest compared entry with this formula, charge and spin in kcal per mole: 118.6
SMILES: COC[C@H](C)N.COC[C@H](C)N.COC[C@H](C)N.COC[C@H](C)N.COC[C@H](C)N.COC[C@H](C)N.COC[C@H](C)N.COC[C@H](C)N.COC[C@H](C)N.CCO.CCO.CCO
Total energy in eV: -83422.9828
Kohn-Sham gap in eV: 8.8
E_LUMO in eV: 0.495
E_HOMO in eV: -8.29

[3]
Density functional theory data (ωB97M-V/def2-TZVPD) for a molecular structure, C22H14BBrF2I2N6O3Tc.

```
52
Properties=species:S:1:pos:R:3:forces:R:3:lowdin_spin:R:1
Tc 1.005 -0.832 0.529 2.580 1.466 -0.143 1.676
O 1.283 -2.300 1.717 0.094 -0.698 1.672 0.127
C 0.506 -2.794 2.713 -1.492 0.216 -1.575 0.006
C 0.863 -3.907 3.490 -0.347 -0.877 -0.219 0.047
C -0.172 -4.703 4.019 -0.176 0.188 0.163 -0.010
C -1.563 -4.413 3.895 2.000 0.275 -0.077 0.015
C -1.870 -3.217 3.287 -0.845 -0.317 -0.632 -0.006
C -0.880 -2.383 2.750 0.908 0.009 -0.343 0.013
C -1.381 -1.143 2.198 -0.197 0.928 -0.862 -0.028
N -0.686 -0.312 1.411 -2.453 -2.869 2.093 0.032
N -1.176 0.935 1.195 0.171 0.945 -0.159 0.014
C -0.143 1.721 0.934 0.283 -1.486 0.308 0.015
O 1.066 1.284 0.844 0.643 -1.268 -0.740 0.055
C -0.347 3.131 0.921 -1.479 1.501 -1.579 0.001
C 0.659 4.089 1.017 0.583 0.129 0.658 0.003
C 0.319 5.427 1.319 0.495 -1.020 -0.753 0.000
C -1.003 5.787 1.205 -0.134 0.812 0.924 0.002
C -1.995 4.828 1.070 -0.724 -0.457 -0.933 0.000
C -1.695 3.512 0.765 1.184 1.052 1.518 0.002
H 1.892 -4.323 3.527 -0.781 0.538 -0.214 0.024
H 0.124 -5.642 4.486 -0.079 0.257 0.020 -0.001
H -2.292 -5.117 4.250 -0.215 -0.057 0.011 0.001
H -2.911 -2.989 2.960 0.721 -0.006 0.890 0.000
H -2.460 -0.987 2.542 1.665 0.747 -0.856 0.000
H 1.702 3.781 0.852 -0.478 0.052 0.706 0.000
H 1.058 6.141 1.688 -0.018 -0.138 -0.739 0.000
H -1.236 6.853 1.266 -0.253 -0.404 0.414 0.000
H -3.036 5.049 1.233 -0.247 0.568 -0.492 0.000
H -2.428 2.759 0.561 -0.373 -0.098 0.212 0.000
O 2.736 2.324 -2.902 -1.266 -0.496 0.069 0.000
N 1.356 2.137 -2.567 1.116 0.381 -1.580 0.000
C 0.634 2.800 -3.411 0.225 -0.250 0.682 0.000
C 1.284 3.630 -4.401 1.146 0.781 -1.769 0.000
N 2.009 4.126 -5.171 -1.717 -0.753 1.500 0.000
C -0.788 2.569 -3.374 -1.477 -0.563 -0.040 0.000
N -1.895 2.215 -3.401 1.638 0.733 0.105 0.000
F 4.486 2.139 -4.399 -1.635 -0.081 0.298 0.000
B 3.181 1.878 -4.147 1.789 -0.997 -0.411 0.000
F 2.553 1.055 -5.024 0.148 1.180 1.313 0.000
Br -2.899 -1.579 -3.804 0.766 -0.112 0.866 -0.001
C -1.479 -2.266 -2.675 -0.244 -0.091 -0.660 -0.002
C -1.037 -3.563 -2.959 0.244 0.557 0.718 0.013
C -0.016 -4.069 -2.167 -0.168 -0.455 -0.786 -0.001
C 0.564 -3.292 -1.204 0.832 1.298 0.334 0.014
N 0.200 -2.021 -0.965 -2.101 0.087 -0.615 0.007
C -0.878 -1.518 -1.674 0.516 -0.369 0.664 0.016
H -1.484 -4.121 -3.763 -0.030 -0.144 -0.081 0.001
H 0.433 -5.039 -2.340 -0.297 -0.041 -0.051 0.000
H 1.449 -3.595 -0.672 0.038 -0.262 0.233 0.001
H -1.264 -0.540 -1.358 0.320 -0.364 -0.302 0.002
I 3.580 -0.821 -0.713 -0.906 -0.083 0.229 0.041
I 4.073 -2.688 4.447 0.028 0.060 0.008 0.921
```
Forces are in eV/Å.

ΔE to the lowest compared entry with this formula, charge and spin in kcal per mole: 49.3
Total energy in eV: -132676.9057
2S+1: 4
Kohn-Sham gap (alpha / beta) in eV: 6.0 / 4.7
E_LUMO (alpha / beta) in eV: -1.792 / -2.994
E_HOMO (alpha / beta) in eV: -7.81 / -7.68